Entry 1:
Below is an isolated molecule of C21H20BrN3O4S, with properties calculated with ωB97M-V/def2-TZVPD.

```
50
Properties=species:S:1:pos:R:3:forces:R:3
C -4.681 0.317 0.835 -0.140 -0.126 0.102
O -3.943 1.259 0.089 0.347 0.272 -0.108
C -2.579 1.242 0.201 0.143 0.139 -0.011
C -1.905 0.512 1.169 -0.164 0.070 -0.051
C -0.519 0.523 1.258 -0.063 0.187 0.039
C 0.170 -0.390 2.255 -0.332 -0.224 -0.189
N 1.322 0.230 2.874 0.018 -0.246 -0.220
C 2.581 0.096 2.428 0.137 0.205 0.368
S 3.825 1.037 2.954 0.388 0.351 0.119
N 2.814 -0.921 1.546 -0.046 -0.062 -0.155
C 1.862 -1.854 1.187 -0.816 -0.083 0.160
C 2.421 -3.054 0.540 0.166 -0.171 -0.076
C 2.204 -4.313 1.092 0.065 0.133 -0.009
C 2.778 -5.432 0.516 -0.018 -0.070 0.001
C 3.571 -5.304 -0.613 -0.007 -0.034 -0.016
C 3.796 -4.053 -1.162 0.066 -0.002 -0.056
C 3.233 -2.930 -0.584 -0.086 0.020 0.057
C 0.565 -1.653 1.508 0.541 0.398 0.493
C -0.581 -2.496 1.137 0.064 -0.422 -0.313
C -0.501 -3.297 -0.140 -0.315 -0.065 -0.012
O -1.599 -2.487 1.803 0.051 0.041 -0.010
C 0.216 1.296 0.377 -0.119 -0.056 0.084
C -0.455 2.019 -0.590 -0.166 0.149 -0.197
Br 0.519 3.061 -1.830 0.195 -0.029 0.045
C -1.840 2.005 -0.721 0.220 -0.075 0.260
O -2.338 2.781 -1.720 -0.185 -0.086 0.204
C -3.589 2.487 -2.285 -0.121 -0.068 -0.114
C -3.755 1.000 -2.606 -0.113 0.395 -0.015
N -5.008 0.674 -2.994 -0.406 -0.184 -0.141
O -2.858 0.195 -2.527 0.255 -0.150 -0.085
H -5.708 0.408 0.483 0.047 -0.043 0.059
H -4.321 -0.700 0.661 0.008 0.015 0.006
H -4.648 0.541 1.905 0.013 -0.029 -0.038
H -2.455 -0.103 1.862 -0.098 -0.062 0.065
H -0.545 -0.662 3.042 0.141 0.036 -0.174
H 1.152 1.016 3.483 0.190 -0.039 -0.050
H 3.782 -1.095 1.315 -0.135 0.099 0.165
H 1.595 -4.404 1.979 -0.051 -0.007 0.093
H 2.611 -6.405 0.953 -0.014 -0.079 0.039
H 4.016 -6.179 -1.061 0.041 -0.074 -0.038
H 4.415 -3.950 -2.040 0.044 0.006 -0.080
H 3.402 -1.954 -1.018 0.018 0.106 -0.052
H -0.257 -4.333 0.085 0.023 -0.070 -0.023
H 0.237 -2.898 -0.828 0.049 -0.029 -0.076
H -1.485 -3.282 -0.606 -0.049 0.030 0.013
H 1.293 1.337 0.421 0.120 0.036 0.000
H -3.614 3.060 -3.218 -0.056 -0.102 0.094
H -4.407 2.818 -1.634 0.100 -0.070 -0.179
H -5.746 1.351 -3.056 0.013 0.016 0.029
H -5.206 -0.283 -3.235 0.040 0.056 -0.011
```
Forces are in eV/Å.

Calculated values
LUMO: -0.051 eV
Strongest force on any atom: 0.84 eV/A
HOMO level: -8.026 eV
DFT total energy: -115640.0541 eV
Orbital gap: 7.975 eV
SMILES: COc1cc([C@@H]2NC(=S)NC(c3ccccc3)=C2C(C)=O)cc(Br)c1OCC(N)=O

In elementary charge units, the Löwdin charges are:
1 C -0.060
2 O -0.104
3 C -0.182
4 C 0.041
5 C -0.161
6 C -0.195
7 N 0.069
8 C -0.910
9 S 0.612
10 N 0.089
11 C -0.141
12 C -0.190
13 C -0.035
14 C -0.067
15 C -0.076
16 C -0.069
17 C -0.027
18 C -0.049
19 C -0.394
20 C 0.012
21 O 0.074
22 C -0.062
23 C -0.569
24 Br 0.813
25 C -0.253
26 O -0.071
27 C -0.103
28 C -0.525
29 N 0.173
30 O 0.097
31 H 0.095
32 H 0.104
33 H 0.099
34 H 0.107
35 H 0.155
36 H 0.139
37 H 0.131
38 H 0.127
39 H 0.107
40 H 0.104
41 H 0.106
42 H 0.123
43 H 0.085
44 H 0.086
45 H 0.092
46 H 0.106
47 H 0.144
48 H 0.132
49 H 0.104
50 H 0.114

=====

Entry 2:
Below is a cluster of 2 separate species, C6H11NO2 in total, with properties calculated with ωB97M-V/def2-TZVPD.

```
20
Properties=species:S:1:pos:R:3:forces:R:3
C -1.271 -1.126 1.633 0.239 0.129 0.045
C -1.132 -0.624 0.233 -0.663 -0.079 -0.695
C -0.902 -1.447 -0.906 -0.116 0.332 0.496
O -1.742 0.581 0.059 0.265 -0.330 0.104
H -1.651 0.858 -0.863 0.011 -0.057 -0.017
H -2.301 -1.466 1.782 0.049 0.043 -0.089
H -0.596 -1.958 1.814 -0.006 0.008 -0.027
H -1.078 -0.332 2.357 0.025 -0.024 -0.018
H -1.709 -1.446 -1.640 0.078 0.150 -0.033
H -0.547 -2.444 -0.671 0.096 0.035 -0.007
C 1.736 2.135 -0.568 0.067 -0.106 0.008
C 1.111 0.792 -0.895 -0.349 -0.444 0.536
C 1.035 -0.036 0.573 0.741 0.179 -0.534
N 0.818 0.326 -1.981 -0.554 -0.376 -0.022
O 1.702 -1.039 0.690 -0.330 0.255 0.083
H -0.045 -0.828 -1.597 0.591 0.407 0.061
H 0.906 0.669 1.428 -0.141 -0.122 0.109
H 2.693 1.993 -0.063 -0.015 0.030 -0.018
H 1.885 2.691 -1.488 0.015 -0.016 0.020
H 1.088 2.700 0.103 -0.002 -0.014 -0.002
```
Forces are in eV/Å.

Calculated values
LUMO (alpha / beta): -0.655 / -0.606 eV
Strongest force on any atom: 0.96 eV/A
HOMO level (alpha / beta): -7.598 / -7.737 eV
DFT total energy: -11981.3605 eV
Orbital gap (alpha / beta): 6.943 / 7.131 eV

In elementary charge units, the Löwdin charges are:
1 C -0.024
2 C -0.439
3 C -0.039
4 O 0.060
5 H 0.120
6 H 0.102
7 H 0.094
8 H 0.089
9 H 0.109
10 H 0.101
11 C -0.047
12 C -0.423
13 C -0.298
14 N 0.123
15 O 0.043
16 H 0.072
17 H 0.117
18 H 0.085
19 H 0.077
20 H 0.078

=====

Entry 3:
Below is an isolated molecule of C2H5N3O2 in a non-equilibrium geometry, with properties calculated with ωB97M-V/def2-TZVPD.

```
12
Properties=species:S:1:pos:R:3:forces:R:3
H 2.279 1.066 0.997 0.556 0.249 0.658
N 1.305 1.109 0.753 0.530 0.603 0.234
C 1.063 0.124 0.031 -2.574 -0.781 -1.083
N 1.856 -0.964 -0.265 0.452 -0.193 -0.638
O -0.202 0.138 -0.580 -1.130 -1.874 0.472
C -1.400 -0.368 0.129 3.107 3.522 0.292
N -2.475 0.201 -0.459 -4.089 5.355 0.354
O -1.376 -0.886 1.192 0.339 -1.335 -0.072
H 1.788 -1.536 -1.122 -0.706 0.903 0.739
H 2.800 -0.653 -0.159 0.712 -0.383 0.201
H -3.189 0.471 0.339 1.614 -1.802 -1.876
H -2.449 1.298 -0.857 1.190 -4.263 0.717
```
Forces are in eV/Å.

Calculated values
LUMO: 0.592 eV
Strongest force on any atom: 6.75 eV/A
HOMO level: -9.892 eV
DFT total energy: -10719.5435 eV
Orbital gap: 10.484 eV
SMILES: [H]/N=C(\N)OC(N)=O

In elementary charge units, the Löwdin charges are:
1 H 0.049
2 N 0.169
3 C -0.564
4 N 0.144
5 O 0.000
6 C -0.572
7 N 0.091
8 O 0.134
9 H 0.119
10 H 0.083
11 H 0.151
12 H 0.196

=====

Entry 4:
Below is a structure of composition C48H42CaCl5N4O6P in a non-equilibrium geometry, with properties calculated with ωB97M-V/def2-TZVPD.

```
107
Properties=species:S:1:pos:R:3:forces:R:3
Ca 0.181 0.029 0.069 1.600 0.827 -0.434
Cl 1.401 2.721 0.872 -0.171 0.304 -0.453
C 1.872 2.137 2.440 -0.001 -0.363 0.573
C 1.321 0.932 2.864 0.370 0.213 -0.140
C 1.719 0.577 4.150 -0.045 0.137 -0.392
Cl 1.042 -0.877 4.844 -0.062 -0.300 0.197
C 2.633 1.281 4.930 -0.039 0.020 0.005
Cl 3.135 0.715 6.493 -0.013 -0.012 0.033
C 3.169 2.464 4.433 -0.028 -0.039 -0.047
Cl 4.318 3.369 5.355 0.034 0.041 0.062
C 2.764 2.908 3.179 0.019 0.091 -0.079
Cl 3.389 4.407 2.569 0.041 0.068 -0.044
N 5.616 5.757 -7.476 -0.024 -0.027 0.027
C 5.012 5.179 -6.684 0.250 0.268 -0.355
C 4.266 4.466 -5.704 -0.314 -0.361 0.502
C 4.128 3.077 -5.795 0.069 0.183 -0.099
C 3.415 2.394 -4.831 -0.075 -0.010 0.051
C 2.819 3.068 -3.765 0.133 0.103 -0.216
C 2.956 4.452 -3.684 -0.027 -0.089 0.135
C 3.677 5.147 -4.636 0.118 0.052 -0.221
C 2.036 2.293 -2.767 -0.164 -0.331 0.157
C 0.656 2.491 -2.793 0.021 0.210 -0.215
C -0.030 3.325 -3.738 0.010 -0.036 0.052
C -1.365 3.212 -3.452 -0.037 0.034 -0.022
C -1.449 2.325 -2.345 -0.002 0.105 -0.049
N -0.267 1.886 -1.956 0.057 -0.359 0.378
C 2.765 1.373 -2.010 0.271 0.168 -0.077
C 4.190 1.225 -2.050 -0.041 -0.041 0.031
C 4.487 0.131 -1.279 0.126 -0.011 0.010
C 3.246 -0.347 -0.786 0.002 0.107 -0.100
N 2.230 0.396 -1.192 -0.015 -0.199 -0.156
H 4.580 2.548 -6.623 0.008 0.002 -0.002
H 3.301 1.321 -4.894 0.008 -0.017 0.009
H 2.496 4.976 -2.857 -0.019 0.001 0.013
H 3.791 6.221 -4.570 -0.014 0.000 0.038
H 0.419 3.909 -4.526 0.026 -0.007 -0.007
H -2.195 3.684 -3.953 -0.012 0.017 -0.011
H -2.358 2.046 -1.840 -0.017 -0.009 0.027
H 4.884 1.862 -2.575 0.000 -0.005 -0.042
H 5.453 -0.309 -1.084 0.039 0.044 0.022
H 3.091 -1.223 -0.177 0.007 -0.044 0.081
O -1.954 -1.440 -0.687 -0.017 0.297 -0.238
C -3.135 -0.663 -0.739 -0.100 0.526 0.709
C -2.849 0.686 0.049 -0.686 -0.261 -0.361
O -3.681 1.585 -0.041 0.099 0.020 0.010
O -1.781 0.668 0.724 -0.662 0.477 0.062
C -3.503 -0.399 -2.182 0.109 -0.208 -0.254
C -2.661 -0.821 -3.207 0.003 -0.037 0.124
C -3.024 -0.654 -4.534 -0.026 0.003 -0.113
C -4.228 -0.052 -4.862 0.047 0.014 -0.033
C -5.050 0.415 -3.847 -0.023 -0.006 -0.017
C -4.695 0.238 -2.519 0.028 0.039 0.034
C -4.264 -1.400 -0.002 0.024 -0.237 -0.005
C -4.138 -2.776 0.177 -0.003 0.063 -0.116
C -5.092 -3.490 0.882 -0.028 -0.064 0.009
C -6.196 -2.843 1.415 -0.039 -0.004 0.025
C -6.335 -1.477 1.229 -0.049 -0.059 0.020
C -5.380 -0.759 0.525 0.029 0.008 0.032
H -1.636 -1.332 0.226 -0.537 -0.641 0.128
H -1.715 -1.284 -2.962 -0.018 -0.023 0.026
H -2.360 -0.998 -5.318 0.019 -0.007 0.010
H -4.522 0.053 -5.900 0.021 0.062 -0.003
H -5.978 0.919 -4.090 -0.017 -0.015 0.020
H -5.337 0.616 -1.740 -0.024 -0.024 0.032
H -3.273 -3.280 -0.233 0.027 -0.005 0.047
H -4.962 -4.555 1.033 0.007 -0.015 -0.028
H -6.933 -3.397 1.983 -0.006 0.001 0.005
H -7.185 -0.961 1.659 0.001 0.037 -0.014
H -5.479 0.312 0.430 0.042 0.028 0.002
C -2.000 0.182 5.955 0.018 0.038 -0.062
O -2.222 -0.651 4.843 0.100 -0.136 -0.301
P -1.999 -0.011 3.293 -0.621 -0.150 1.315
O -3.477 0.676 3.175 -0.110 0.025 -0.229
C -3.573 2.081 2.982 0.032 0.102 0.026
O -2.411 -1.409 2.565 0.031 -0.055 -0.165
C -1.594 -2.550 2.821 0.026 -0.117 0.064
H -2.855 0.102 6.634 0.007 0.053 -0.044
H -1.887 1.234 5.666 0.032 0.017 0.048
H -1.096 -0.130 6.483 0.005 0.074 0.024
H -4.149 2.274 2.082 0.033 0.042 -0.028
H -2.586 2.535 2.862 0.002 0.018 -0.037
H -4.072 2.531 3.848 0.059 -0.072 0.023
H -1.884 -3.318 2.104 0.061 0.040 -0.045
H -1.759 -2.918 3.835 -0.020 0.040 -0.004
H -0.536 -2.318 2.692 0.018 -0.048 -0.042
C 4.580 -3.386 2.268 -0.072 0.003 -0.229
N 3.828 -2.223 1.855 0.078 0.072 0.083
C 4.402 -1.006 2.401 -0.022 -0.035 0.014
C 2.394 -2.342 2.180 0.067 -0.050 -0.267
C 1.616 -3.099 1.127 -0.066 -0.263 -0.172
C 1.706 -4.493 1.145 0.006 0.004 0.117
C 1.114 -5.268 0.162 0.049 -0.115 0.013
C 0.422 -4.633 -0.855 -0.007 -0.072 -0.098
C 0.295 -3.248 -0.837 0.109 -0.055 -0.049
C 0.851 -2.412 0.150 -0.012 -0.189 0.340
H 5.642 -3.227 2.070 0.008 0.003 0.011
H 4.256 -4.248 1.685 0.039 -0.080 0.063
H 4.453 -3.621 3.341 0.012 0.026 0.020
H 4.302 -0.933 3.497 0.003 0.004 0.018
H 3.920 -0.138 1.951 -0.037 0.029 0.066
H 5.465 -0.967 2.148 -0.002 0.017 0.019
H 1.987 -1.334 2.241 0.000 -0.008 0.093
H 2.286 -2.823 3.166 -0.032 0.081 0.028
H 2.232 -4.990 1.956 0.014 0.008 0.021
H 1.210 -6.349 0.187 -0.056 -0.002 0.000
H -0.032 -5.220 -1.649 -0.007 0.038 -0.015
H -0.275 -2.807 -1.649 -0.051 0.017 0.023
```
Forces are in eV/Å.

Calculated values
LUMO: 3.699 eV
Strongest force on any atom: 1.85 eV/A
Charge: -2
HOMO level: -2.670 eV
DFT total energy: -159046.9755 eV
Orbital gap: 6.368 eV

Atom charges from the Löwdin analysis, given in e for atoms 1 to 99:
1 Ca 1.246
2 Cl 0.693
3 C -0.718
4 C -0.180
5 C -0.714
6 Cl 0.684
7 C -0.725
8 Cl 0.611
9 C -0.727
10 Cl 0.619
11 C -0.716
12 Cl 0.620
13 N 0.130
14 C -0.206
15 C -0.248
16 C -0.023
17 C -0.011
18 C -0.185
19 C -0.009
20 C -0.024
21 C -0.073
22 C -0.281
23 C -0.053
24 C -0.084
25 C -0.152
26 N 0.049
27 C -0.303
28 C -0.051
29 C -0.080
30 C -0.170
31 N -0.048
32 H 0.114
33 H 0.130
34 H 0.129
35 H 0.114
36 H 0.094
37 H 0.081
38 H 0.082
39 H 0.098
40 H 0.083
41 H 0.072
42 O -0.091
43 C -0.301
44 C -0.592
45 O 0.020
46 O -0.266
47 C -0.125
48 C -0.011
49 C -0.086
50 C -0.113
51 C -0.089
52 C -0.021
53 C -0.113
54 C -0.023
55 C -0.088
56 C -0.109
57 C -0.082
58 C -0.027
59 H 0.041
60 H 0.109
61 H 0.097
62 H 0.089
63 H 0.093
64 H 0.102
65 H 0.118
66 H 0.096
67 H 0.089
68 H 0.095
69 H 0.103
70 C -0.201
71 O -0.389
72 P 0.899
73 O -0.328
74 C -0.157
75 O -0.347
76 C -0.121
77 H 0.074
78 H 0.073
79 H 0.043
80 H 0.061
81 H 0.077
82 H 0.074
83 H 0.085
84 H 0.079
85 H 0.051
86 C -0.121
87 N -0.256
88 C -0.101
89 C -0.217
90 C -0.279
91 C -0.095
92 C -0.134
93 C -0.132
94 C -0.167
95 C -0.167
96 H 0.073
97 H 0.064
98 H 0.084
99 H 0.086

=====

The following energy relative to the best compared isomer or geometry (same formula, charge and spin) values (in eV) correspond, in order, to the records above: 0.9875; 4.9078; 2.2667; 1.4355.